Entry 1:
The following is a DFT calculation (ωB97M-V with the def2-TZVPD basis set) of a structure of composition C29H35F5N4P2Pt.

The geometry in ORCA input format:
```
! wB97M-V def2-TZVPD RIJCOSX def2/J DEFGRID3
* xyz 0 3
Pt 2.22886 -2.90652 -1.34287
P 1.87825 -0.59314 -2.67954
P 3.44673 -1.76427 0.33639
F -1.82546 -2.16674 0.41327
F -1.47377 -2.61794 2.54534
F 0.16433 -0.52380 1.01387
F -0.67935 -3.98726 0.95159
F 1.06636 -1.94620 2.41144
N 1.66805 1.12447 -2.58115
N 1.15949 -0.91051 -4.47410
N 3.47887 -3.33225 1.76994
N 3.39717 -0.59139 1.59126
C 1.55336 -0.32218 -5.67220
C 2.98447 -5.84262 -1.65872
C 2.81129 -5.28789 2.79570
C 3.84103 -3.86760 -3.62428
C 0.12179 -1.79801 -4.78246
C 0.39814 2.84441 -3.38050
C 2.41553 -3.54283 -3.38251
C -0.90830 -2.66216 1.29908
C 2.92794 0.73249 1.47126
C 0.35698 1.67183 -2.65556
C 2.51685 2.06369 -3.20282
C 3.10992 1.37793 2.68394
C -0.12809 -1.76905 -6.14013
C 0.41325 -1.84702 1.20761
C 4.87129 -3.81162 -2.45791
C 3.78980 -0.67335 -2.52112
C 4.55696 -3.90291 2.39919
C 3.91818 -0.73085 2.88700
C 4.18406 -5.08260 3.04296
C 2.40677 -4.20735 1.97973
C 0.26225 -1.44938 -1.86450
C 1.35757 -4.27901 -2.75134
C 1.65821 -5.72779 -2.45769
C 0.79892 -0.85226 -6.70556
C 3.16777 -4.59166 -0.84063
C 4.30062 -0.79574 -1.05184
C 3.72330 0.44781 3.57864
C 1.76321 3.08036 -3.73903
C 4.24015 -3.68505 -1.13099
H -0.44779 1.20104 -2.12407
H -0.23328 -2.46612 -1.66252
H -0.44179 3.46561 -3.65818
H 0.90998 -0.62406 -7.75446
H 3.87001 -6.05648 -2.27919
H 4.92287 -3.43111 -0.30284
H 5.51009 -3.42058 2.42861
H 4.20367 0.22075 -3.01736
H 5.61027 -3.02384 -2.63027
H 5.45807 -4.73329 -2.44358
H 1.43654 -4.02006 1.54990
H 4.32628 -1.67389 3.18461
H 2.82379 2.39034 2.89293
H 4.83750 -5.71887 3.61066
H -0.90455 -2.32393 -6.63407
H 4.38082 0.19680 -0.61582
H -0.04250 -0.83053 -1.01640
H 4.13084 -1.54515 -3.10112
H 2.14898 3.86160 -4.36923
H 2.90724 -4.76841 0.20966
H 5.31316 -1.22701 -1.03695
H 2.50419 1.06667 0.54308
H 2.36964 0.38856 -5.69444
H 4.21966 -3.19100 -4.39799
H -0.31187 -1.10557 -2.76193
H 0.31309 -4.06082 -3.01712
H 2.16958 -6.07020 3.18519
H 3.99490 0.61094 4.60165
H 0.89785 -6.16378 -1.78892
H 1.69725 -6.34135 -3.38552
H -0.32121 -2.45449 -4.03501
H 2.02403 -2.88895 -4.15872
H 3.57784 1.95358 -3.12832
H 3.80660 -4.85460 -4.07395
H 2.97671 -6.66073 -0.92136
*
```

Calculated values
* total energy: -72000.6993 eV
* LUMO (alpha / beta): -0.95 / -0.80 eV
* energy relative to the best compared isomer or geometry (same formula, charge and spin): 732.9 kJ/mol
* gap between HOMO and LUMO (alpha / beta): 5.02 / 5.95 eV
* expectation value of S²: 2.01

Here are the Mulliken charges for atoms 1 to 4, given in e: atom 1 (Pt): 0.525, atom 2 (P): 0.459, atom 3 (P): 0.993, atom 4 (F): -0.255

---

Entry 2:
The following is a DFT calculation (ωB97M-V with the def2-TZVPD basis set) of the molecule C5H13PS.

The geometry in ORCA input format:
```
! wB97M-V def2-TZVPD RIJCOSX def2/J DEFGRID3
* xyz 0 1
S -1.16677 2.26901 -0.11439
P 0.05274 0.47213 0.58747
C 0.73389 0.30811 2.06619
C 1.50429 0.60374 -0.58564
C -2.33450 -0.83494 -0.56882
C 2.11232 -0.79168 -0.83326
C -1.04202 -0.95050 0.29065
H 1.02428 1.19292 -1.44774
H 1.44608 0.88279 2.43282
H -2.93300 -1.79298 -0.39950
H 1.29876 -1.41769 -1.23947
H -1.33616 -1.33586 1.34190
H -0.09551 0.10725 2.70190
H -2.00073 -0.74876 -1.56084
H -0.26370 -1.62830 -0.06720
H 2.81597 -0.63021 -1.63759
H -2.76674 0.01974 -0.29040
H 2.20988 1.21732 -0.12679
H -0.68647 2.69327 0.97461
H 2.61738 -1.23676 0.12111
*
```

Calculated values
* total energy: -25517.6302 eV
* structure (SMILES): C=P(S)(CC)CC
* LUMO: 0.78 eV
* energy relative to the best compared isomer or geometry (same formula, charge and spin): 317.9 kJ/mol
* gap between HOMO and LUMO: 8.70 eV

Here are the Mulliken charges for atoms 1 to 4, given in e: atom 1 (S): -0.397, atom 2 (P): 0.726, atom 3 (C): -1.206, atom 4 (C): -0.537